Formula: C24H33N3O2STi
Source: the OMol25 dataset
Level of theory: ωB97M-V/def2-TZVPD

```
64
Properties=species:S:1:pos:R:3:mulliken_charge:R:1
Ti -0.06149 -0.38991 -0.44309 -0.3764
N -2.85420 2.71428 0.07960 -0.3802
C -1.67969 2.06873 -0.23270 0.2539
S -1.57587 1.29851 -1.79193 -0.4455
N -0.74604 2.12172 0.68461 -1.2547
N 0.34892 1.33227 0.36382 1.0771
C 1.52133 1.77727 0.63027 -0.6712
C 2.70941 1.12900 0.08438 0.6809
C 3.97872 1.49742 0.53906 -0.8137
C 5.12939 0.97799 -0.01735 -0.6205
C 5.02008 0.07770 -1.08377 -0.5409
C 3.78613 -0.28368 -1.56911 -0.3993
C 2.60375 0.21794 -0.99840 0.8970
O 1.42766 -0.11266 -1.48902 -0.6441
H -3.37940 3.01450 -0.71892 0.2613
H -2.77868 3.38388 0.83184 0.2656
H 1.60239 2.69750 1.19756 0.3552
H 4.04210 2.21066 1.35489 0.3735
H 6.10132 1.27287 0.35840 0.3764
H 5.91479 -0.33127 -1.54353 0.3735
H 3.69620 -0.96520 -2.40537 0.3991
C -4.47506 -0.95862 -0.56405 -1.3927
C -3.78397 -2.32690 -0.56986 0.3614
C -2.90083 -2.51259 -1.80342 -0.9247
C -3.11243 -2.59836 0.77341 0.1046
C -3.60814 -3.68485 1.49351 -0.8312
C -3.22686 -3.94363 2.79865 -1.3621
C -2.39284 -3.03048 3.41906 -0.7582
C -1.85827 -1.92804 2.75144 0.1952
C -1.12165 -0.91806 3.63492 0.4508
C 0.38368 -0.78573 3.40927 -1.2663
C -1.81383 0.44954 3.57847 -1.4990
C -2.13364 -1.76642 1.36920 0.8950
O -1.48438 -0.83267 0.62561 0.9374
H -5.08810 -0.83304 -1.46480 0.4346
H -3.74296 -0.15356 -0.54251 -0.0083
H -5.12030 -0.86141 0.31495 0.3492
H -4.56959 -3.08020 -0.64758 0.5135
H -2.07638 -1.82261 -1.80610 -0.3176
H -3.48037 -2.32294 -2.71296 0.5194
H -2.50685 -3.53012 -1.84973 0.3037
H -4.33344 -4.33362 1.00626 0.3566
H -3.60827 -4.80617 3.33426 0.3372
H -2.15136 -3.15715 4.47146 0.3549
H -1.24465 -1.30013 4.64874 0.5652
H 0.60133 -0.39639 2.43078 -0.0444
H 0.88691 -1.74919 3.50490 0.3037
H 0.80828 -0.09626 4.15042 0.5264
H -1.74652 0.88221 2.58142 0.1638
H -1.33676 1.14727 4.27904 0.4164
H -2.87220 0.35910 3.84688 0.3809
C 0.25971 -3.72478 -1.76571 -1.4509
C 1.43313 -3.15234 -0.96681 1.6011
C 2.31161 -4.28786 -0.43624 -1.8199
C 0.94416 -2.22646 0.15607 -1.4608
H 0.58785 -4.49845 -2.47060 0.5115
H -0.24328 -2.94452 -2.34365 0.2447
H -0.47944 -4.17121 -1.08922 0.1887
H 2.04804 -2.57451 -1.66141 -0.2932
H 1.75601 -4.89092 0.29222 0.3302
H 3.19764 -3.88447 0.06337 0.3729
H 2.64912 -4.95385 -1.24400 0.4584
H 1.83381 -1.92324 0.72565 0.3700
H 0.34059 -2.83426 0.83917 0.7149
```

Output
* expectation value of S²: 0.763
* energy above the lowest of the compared OMol25 structures with the same formula, charge and spin: 140.2 kJ/mol
* DFT total energy: -67943.268 eV
* net charge: -1
* 2S+1: 2

=====

Formula: C24H33N3O3
Source: the OMol25 dataset
Level of theory: ωB97M-V/def2-TZVPD

```
63
Properties=species:S:1:pos:R:3:mulliken_charge:R:1
C -3.85003 -2.90044 0.71364 -0.7736
C -2.53587 -2.91076 -0.05188 -0.4117
O -1.93887 -1.61312 -0.08230 -0.2401
C -1.20883 -1.25023 0.97392 -0.5990
O -1.00578 -1.96089 1.92358 -0.6332
C -0.63809 0.15787 0.78937 2.6573
C -1.79865 1.12127 0.48608 -1.6469
C -2.90983 1.11530 1.53459 -0.3056
C -4.11577 1.94962 1.07821 -1.4683
C -4.83274 1.28768 -0.06324 0.4240
C -4.59073 1.65815 -1.37955 -0.2998
C -5.22269 1.00744 -2.42500 -0.6659
C -6.10961 -0.02311 -2.16739 -0.4805
C -6.36593 -0.39466 -0.85834 -0.5006
C -5.73026 0.25598 0.18412 -0.2612
C 0.31499 0.11598 -0.42384 -1.6682
C 1.69126 -0.39275 -0.00694 -0.7832
N 2.30902 0.57244 0.87504 0.2807
C 3.63097 0.84575 0.94334 0.2773
O 4.05766 1.77087 1.62197 -0.6977
C 4.54045 -0.03237 0.18020 0.0106
C 4.60291 -1.41254 0.05755 -0.0973
C 5.76695 -1.66238 -0.68369 0.2944
C 6.32232 -2.97561 -1.10647 -1.1180
N 6.36188 -0.51927 -0.99166 -1.2160
N 5.63785 0.44959 -0.45332 1.0061
C 5.99983 1.82697 -0.65618 -0.5469
C 5.17257 2.45509 -1.77505 -1.0216
C 1.40315 1.36335 1.68890 -1.0367
C 0.16159 0.55939 2.04129 -1.0236
H -3.66861 -2.66524 1.75979 0.2645
H -4.52119 -2.15692 0.28966 -0.0498
H -4.31506 -3.88000 0.65096 0.4813
H -2.69507 -3.17161 -1.10017 0.3944
H -1.83267 -3.61331 0.40750 0.3407
H -1.39660 2.13341 0.39511 0.5630
H -2.22724 0.83615 -0.47657 0.3349
H -2.54195 1.52144 2.47842 0.3663
H -3.23742 0.09074 1.71965 0.2978
H -4.80202 2.06230 1.92027 0.4903
H -3.77354 2.94319 0.78219 0.4651
H -3.90696 2.46901 -1.58847 0.3930
H -5.02338 1.30726 -3.44363 0.3936
H -6.60389 -0.53119 -2.98219 0.4119
H -7.06436 -1.19260 -0.64954 0.4085
H -5.93612 -0.03458 1.20520 0.4087
H -0.10011 -0.52754 -1.19962 0.5721
H 0.41737 1.11861 -0.84298 0.4424
H 2.32647 -0.53494 -0.88495 0.7951
H 1.58160 -1.36135 0.49771 0.1360
H 3.93103 -2.13803 0.46827 0.4859
H 5.59541 -3.52269 -1.70549 0.2729
H 6.56812 -3.58084 -0.23493 0.2885
H 7.22191 -2.81465 -1.69312 0.3360
H 5.84082 2.36703 0.27993 0.3027
H 7.05964 1.83555 -0.91667 0.3650
H 5.29360 1.89065 -2.69717 0.3220
H 5.49646 3.47807 -1.94421 0.3817
H 4.11887 2.46590 -1.50395 0.2399
H 1.12811 2.28435 1.15855 0.2157
H 1.94697 1.65586 2.59059 0.5927
H 0.45756 -0.34528 2.57571 0.3162
H -0.45753 1.14661 2.71721 0.5161
```

Output
* energy above the lowest of the compared OMol25 structures with the same formula, charge and spin: 124.3 kJ/mol
* SMILES string: CCOC(=O)C1(CCCc2ccccc2)CCN(C(=O)c2cc(C)nn2CC)CC1
* DFT total energy: -36037.719 eV